{
  "formula": "C84H196O42",
  "method": "ωB97M-V/def2-TZVPD",
  "species": ["C", "O", "C", "C", "O", "C", "C", "O", "C", "H", "H", "H", "H", "H", "H", "H", "H", "H", "H", "H", "H", "H", "H", "C", "O", "C", "C", "O", "C", "C", "O", "C", "H", "H", "H", "H", "H", "H", "H", "H", "H", "H", "H", "H", "H", "H", "C", "O", "C", "C", "O", "C", "C", "O", "C", "H", "H", "H", "H", "H", "H", "H", "H", "H", "H", "H", "H", "H", "H", "C", "O", "C", "C", "O", "C", "C", "O", "C", "H", "H", "H", "H", "H", "H", "H", "H", "H", "H", "H", "H", "H", "H", "C", "O", "C", "C", "O", "C", "C", "O", "C", "H", "H", "H", "H", "H", "H", "H", "H", "H", "H", "H", "H", "H", "H", "C", "O", "C", "C", "O", "C", "C", "O", "C", "H", "H", "H", "H", "H", "H", "H", "H", "H", "H", "H", "H", "H", "H", "C", "O", "C", "C", "O", "C", "C", "O", "C", "H", "H", "H", "H", "H", "H", "H", "H", "H", "H", "H", "H", "H", "H", "C", "O", "C", "C", "O", "C", "C", "O", "C", "H", "H", "H", "H", "H", "H", "H", "H", "H", "H", "H", "H", "H", "H", "C", "O", "C", "C", "O", "C", "C", "O", "C", "H", "H", "H", "H", "H", "H", "H", "H", "H", "H", "H", "H", "H", "H", "C", "O", "C", "C", "O", "C", "C", "O", "C", "H", "H", "H", "H", "H", "H", "H", "H", "H", "H", "H", "H", "H", "H", "C", "O", "C", "C", "O", "C", "C", "O", "C", "H", "H", "H", "H", "H", "H", "H", "H", "H", "H", "H", "H", "H", "H", "C", "O", "C", "C", "O", "C", "C", "O", "C", "H", "H", "H", "H", "H", "H", "H", "H", "H", "H", "H", "H", "H", "H", "C", "O", "C", "C", "O", "C", "C", "O", "C", "H", "H", "H", "H", "H", "H", "H", "H", "H", "H", "H", "H", "H", "H", "C", "O", "C", "C", "O", "C", "C", "O", "C", "H", "H", "H", "H", "H", "H", "H", "H", "H", "H", "H", "H", "H", "H"],
  "xyz": [[1.473, 3.517, 4.687], [0.124, 3.545, 5.212], [-0.413, 2.272, 5.277], [-1.843, 2.308, 5.831], [-2.512, 1.105, 5.556], [-3.896, 1.240, 5.786], [-4.271, 1.753, 7.216], [-3.658, 1.087, 8.331], [-3.728, -0.316, 8.355], [2.077, 3.041, 5.476], [1.810, 4.529, 4.588], [1.578, 2.940, 3.785], [0.233, 1.678, 5.900], [-0.574, 1.762, 4.303], [-2.377, 3.113, 5.381], [-1.874, 2.545, 6.888], [-4.327, 0.221, 5.604], [-4.362, 2.004, 5.151], [-5.363, 1.689, 7.282], [-3.986, 2.799, 7.367], [-3.127, -0.660, 9.190], [-3.308, -0.697, 7.410], [-4.739, -0.702, 8.431], [0.005, 1.352, -5.462], [1.083, 1.264, -4.592], [1.733, 0.055, -4.566], [2.986, 0.117, -3.739], [4.047, 0.618, -4.534], [5.183, 0.633, -3.780], [6.197, 1.463, -4.510], [5.704, 2.765, -4.421], [6.284, 3.601, -5.415], [-0.825, 0.661, -5.313], [0.348, 1.258, -6.521], [-0.417, 2.335, -5.331], [2.044, -0.248, -5.589], [1.091, -0.788, -4.243], [3.277, -0.905, -3.432], [2.820, 0.672, -2.797], [5.575, -0.399, -3.554], [5.064, 1.143, -2.826], [6.316, 1.165, -5.584], [7.211, 1.349, -4.043], [7.284, 3.915, -5.032], [5.688, 4.496, -5.597], [6.383, 3.113, -6.394], [1.806, 6.935, -6.456], [1.588, 6.969, -5.049], [0.564, 6.100, -4.610], [1.045, 4.723, -4.225], [1.852, 4.814, -3.097], [2.379, 3.582, -2.707], [3.107, 3.765, -1.458], [2.148, 4.040, -0.460], [2.684, 3.944, 0.828], [2.252, 6.017, -6.813], [2.472, 7.780, -6.666], [0.869, 7.157, -6.923], [-0.198, 5.940, -5.411], [0.107, 6.593, -3.753], [1.604, 4.395, -5.128], [0.228, 4.022, -4.044], [3.073, 3.240, -3.501], [1.617, 2.800, -2.603], [3.808, 4.615, -1.523], [3.666, 2.884, -1.167], [3.008, 2.949, 1.096], [1.923, 4.187, 1.575], [3.499, 4.684, 1.032], [4.910, 4.057, 3.792], [5.664, 4.180, 2.567], [6.518, 3.048, 2.404], [5.962, 1.973, 1.520], [4.665, 1.635, 2.005], [3.875, 0.623, 1.381], [4.439, -0.802, 1.632], [5.573, -1.069, 0.857], [5.246, -1.356, -0.479], [5.507, 4.161, 4.667], [4.353, 3.098, 3.833], [4.196, 4.848, 3.844], [6.780, 2.604, 3.352], [7.482, 3.333, 1.987], [6.672, 1.121, 1.662], [5.913, 2.244, 0.444], [3.761, 0.771, 0.332], [2.854, 0.763, 1.808], [3.720, -1.604, 1.504], [4.759, -0.917, 2.658], [5.971, -2.025, -0.934], [5.169, -0.514, -1.129], [4.284, -1.874, -0.483], [-0.560, 8.915, 0.219], [-0.320, 8.789, 1.611], [-1.069, 7.731, 2.237], [-0.525, 6.373, 1.772], [-1.336, 5.858, 0.707], [-0.937, 4.610, 0.218], [-1.597, 4.319, -1.154], [-2.955, 4.071, -1.032], [-3.834, 5.177, -0.928], [-1.619, 8.851, 0.036], [0.022, 8.124, -0.303], [-0.235, 9.926, -0.091], [-2.116, 7.827, 1.972], [-0.943, 7.802, 3.313], [-0.553, 5.631, 2.584], [0.528, 6.499, 1.446], [-1.139, 3.857, 1.005], [0.128, 4.622, 0.016], [-1.125, 3.470, -1.644], [-1.446, 5.259, -1.759], [-3.758, 5.666, 0.107], [-4.925, 4.893, -1.013], [-3.660, 5.895, -1.725], [5.902, -4.222, 2.665], [5.927, -5.673, 2.680], [6.546, -6.236, 3.878], [8.013, -5.844, 4.094], [8.443, -6.447, 5.287], [9.815, -6.300, 5.600], [10.128, -6.728, 7.028], [9.638, -5.793, 7.944], [9.821, -6.285, 9.238], [5.668, -3.825, 3.645], [5.144, -3.837, 1.973], [6.853, -3.829, 2.323], [6.489, -7.331, 3.764], [5.976, -5.903, 4.752], [8.224, -4.760, 4.200], [8.588, -6.270, 3.264], [10.132, -5.268, 5.392], [10.474, -6.950, 4.969], [11.198, -6.858, 7.089], [9.718, -7.707, 7.214], [10.895, -6.195, 9.493], [9.509, -7.306, 9.408], [9.206, -5.653, 9.937], [3.193, -4.597, 4.755], [1.843, -4.897, 4.456], [0.928, -4.550, 5.483], [0.700, -3.070, 5.444], [-0.068, -2.752, 4.307], [-0.571, -1.394, 4.249], [-1.420, -1.360, 3.041], [-2.659, -1.999, 3.220], [-2.629, -3.404, 3.126], [3.512, -5.039, 5.692], [3.403, -3.529, 4.919], [3.742, -4.988, 3.909], [1.268, -4.934, 6.463], [-0.005, -5.055, 5.257], [1.595, -2.463, 5.504], [0.164, -2.839, 6.384], [0.303, -0.754, 4.173], [-1.182, -1.122, 5.152], [-0.853, -1.819, 2.216], [-1.605, -0.339, 2.737], [-3.638, -3.806, 3.115], [-2.101, -3.933, 3.910], [-2.103, -3.772, 2.197], [-9.873, 5.405, -1.675], [-8.855, 4.801, -2.348], [-7.827, 4.246, -1.494], [-7.133, 3.239, -2.324], [-7.958, 2.102, -2.347], [-7.467, 1.085, -3.113], [-8.162, -0.254, -2.811], [-7.767, -0.731, -1.583], [-8.720, -1.560, -0.963], [-10.525, 5.668, -2.498], [-9.589, 6.322, -1.153], [-10.293, 4.764, -0.894], [-8.362, 3.776, -0.666], [-7.153, 5.005, -1.102], [-6.165, 3.016, -1.892], [-7.050, 3.533, -3.359], [-6.346, 1.001, -3.022], [-7.656, 1.282, -4.200], [-7.915, -0.962, -3.627], [-9.270, -0.024, -2.833], [-9.679, -1.024, -0.957], [-8.450, -1.734, 0.074], [-8.861, -2.566, -1.416], [-1.315, -2.234, -5.690], [-1.934, -2.183, -4.457], [-3.279, -1.980, -4.580], [-3.843, -2.303, -3.220], [-3.432, -1.287, -2.287], [-4.267, -1.375, -1.138], [-3.785, -2.471, -0.181], [-4.207, -3.854, -0.461], [-5.496, -4.114, -0.091], [-0.321, -2.605, -5.546], [-1.407, -1.267, -6.226], [-1.809, -3.036, -6.277], [-3.792, -2.545, -5.345], [-3.546, -0.919, -4.815], [-3.587, -3.299, -2.892], [-4.935, -2.296, -3.275], [-5.318, -1.424, -1.421], [-4.186, -0.412, -0.695], [-4.020, -2.206, 0.854], [-2.702, -2.597, -0.187], [-5.737, -3.817, 0.967], [-5.747, -5.172, -0.199], [-6.222, -3.618, -0.759], [0.269, 1.186, 0.678], [-0.953, 1.280, -0.047], [-0.878, 0.800, -1.382], [-0.599, -0.644, -1.589], [0.857, -0.866, -1.506], [1.161, -2.276, -1.635], [0.975, -3.088, -0.383], [1.830, -2.653, 0.660], [1.704, -3.467, 1.833], [0.679, 0.170, 0.729], [0.046, 1.595, 1.679], [1.070, 1.766, 0.236], [-0.150, 1.337, -2.042], [-1.862, 1.063, -1.771], [-1.001, -0.994, -2.546], [-1.105, -1.272, -0.826], [2.143, -2.423, -2.116], [0.476, -2.740, -2.381], [1.121, -4.130, -0.669], [-0.038, -2.891, -0.045], [0.670, -3.656, 2.124], [2.262, -2.973, 2.625], [2.136, -4.445, 1.653], [-3.586, 1.915, -3.483], [-4.282, 2.397, -4.584], [-4.361, 3.815, -4.682], [-2.955, 4.458, -4.874], [-2.178, 3.938, -5.890], [-2.923, 3.805, -7.129], [-1.999, 3.371, -8.187], [-0.950, 4.329, -8.424], [0.394, 3.976, -8.076], [-3.928, 2.345, -2.520], [-2.512, 2.075, -3.531], [-3.690, 0.856, -3.488], [-4.882, 4.174, -3.783], [-5.016, 3.982, -5.542], [-2.408, 4.381, -3.908], [-3.038, 5.522, -5.076], [-3.422, 4.745, -7.362], [-3.634, 3.020, -6.976], [-2.600, 3.201, -9.089], [-1.554, 2.387, -7.959], [0.713, 3.044, -8.591], [0.534, 3.860, -6.956], [1.067, 4.759, -8.409], [2.236, -7.395, -1.726], [3.473, -7.518, -1.004], [3.672, -6.592, 0.011], [3.143, -7.040, 1.401], [1.746, -6.931, 1.464], [1.175, -7.369, 2.665], [-0.241, -6.803, 2.729], [-1.020, -7.451, 3.691], [-2.373, -7.297, 3.368], [1.947, -6.342, -1.938], [1.431, -7.929, -1.187], [2.414, -7.863, -2.724], [3.256, -5.595, -0.243], [4.761, -6.522, 0.165], [3.626, -6.353, 2.093], [3.388, -8.096, 1.559], [1.771, -7.044, 3.522], [1.146, -8.462, 2.675], [-0.684, -6.985, 1.737], [-0.168, -5.729, 2.825], [-2.530, -7.685, 2.355], [-2.629, -6.226, 3.342], [-2.929, -7.843, 4.123], [-5.664, 1.920, 0.693], [-5.310, 1.154, 1.810], [-3.972, 1.015, 2.030], [-3.214, 2.310, 2.115], [-3.642, 3.094, 3.189], [-3.373, 4.461, 3.103], [-4.338, 5.287, 3.932], [-3.932, 6.620, 3.719], [-4.726, 7.577, 4.372], [-6.726, 1.654, 0.544], [-5.111, 1.706, -0.242], [-5.640, 2.979, 0.942], [-3.480, 0.369, 1.269], [-3.853, 0.504, 3.006], [-3.278, 2.749, 1.111], [-2.114, 2.099, 2.201], [-3.460, 4.727, 2.062], [-2.400, 4.628, 3.454], [-4.215, 5.005, 4.978], [-5.367, 5.129, 3.614], [-4.447, 7.712, 5.420], [-5.797, 7.364, 4.269], [-4.579, 8.567, 3.884], [4.493, -4.355, -2.422], [3.868, -3.281, -3.133], [3.471, -3.593, -4.467], [2.719, -4.830, -4.656], [1.521, -4.875, -3.953], [0.465, -5.580, -4.550], [-0.818, -5.359, -3.743], [-0.531, -5.577, -2.374], [-1.714, -5.655, -1.585], [4.354, -4.212, -1.364], [5.564, -4.440, -2.605], [4.066, -5.339, -2.700], [4.371, -3.649, -5.125], [2.900, -2.764, -4.827], [3.280, -5.754, -4.532], [2.576, -4.814, -5.739], [0.666, -6.657, -4.632], [0.325, -5.137, -5.566], [-1.486, -6.149, -4.144], [-1.226, -4.343, -3.845], [-1.426, -5.503, -0.539], [-2.154, -6.615, -1.684], [-2.434, -4.859, -1.864]],
  "total_charge": 0,
  "total_energy_ev": -176257.011,
  "homo_lumo_gap_ev": 9.51,
  "e_above_lowest_kcal_mol": 0.0,
  "largest_force_ev_per_a": 2.50
}